23
Properties=species:S:1:pos:R:3:lowdin_charge:R:1 method="wB97M-V/def2-TZVPD" gap_ev=8.98 e_homo_ev=-16.0 lumo_ev=-6.98 charge=+2 spin_multiplicity=1
C 0.30 -1.49 1.43 -0.14
C 0.28 0.03 1.17 -0.14
C 0.82 0.54 -0.14 -0.24
C 1.76 0.14 -1.02 -0.11
N 1.69 0.23 -2.40 0.08
N -0.06 1.69 -0.61 0.22
N -0.84 -2.24 0.87 0.18
H 1.15 -1.76 0.67 0.15
H 0.46 -1.75 2.49 0.16
H -0.81 0.36 1.25 0.11
H 1.03 0.45 1.83 0.14
H 2.60 -0.65 -0.66 0.19
H 2.11 -0.44 -3.12 0.17
H 1.11 0.86 -2.87 0.06
H 0.01 1.92 -1.62 0.16
H 0.06 2.56 -0.09 0.18
H -1.08 1.49 -0.41 0.13
H -1.39 -1.69 0.21 0.16
H -0.39 -3.18 0.46 0.25
H -1.39 -2.56 1.67 0.18
H -2.92 1.51 1.54 0.14
H -3.21 0.84 -0.14 0.06
O -2.74 1.12 0.63 -0.06



24
Properties=species:S:1:pos:R:3:lowdin_charge:R:1 method="wB97M-V/def2-TZVPD" gap_ev=8.57 e_homo_ev=-8.3 smiles=NCNC[C@H](N)CS.O lumo_ev=0.32 charge=0 spin_multiplicity=1
N 2.55 0.30 0.09 -0.01
C 1.88 -0.40 1.21 -0.32
N 0.75 -1.21 0.85 -0.06
C -0.58 -0.63 0.98 -0.20
C -1.12 0.23 -0.19 -0.46
N -0.32 1.38 -0.55 0.03
C -2.47 0.79 0.36 -0.55
S -3.29 1.94 -0.75 0.69
H 3.55 0.13 0.13 0.06
H 2.26 -0.11 -0.79 0.03
H 2.61 -0.98 1.80 0.10
H 1.68 0.39 1.94 0.10
H 0.92 -1.62 -0.06 0.06
H -1.25 -1.48 1.11 0.11
H -0.63 0.00 1.86 0.11
H -1.30 -0.42 -1.05 0.11
H 0.57 1.15 -0.97 0.04
H 0.09 1.81 0.28 0.09
H -3.21 0.00 0.41 0.06
H -2.21 1.25 1.30 0.07
H -2.30 2.79 -1.04 -0.16
O 0.85 -1.59 -2.03 -0.05
H 0.06 -1.25 -2.47 0.05
H 0.91 -2.46 -2.43 0.06



23
Properties=species:S:1:pos:R:3:lowdin_charge:R:1 method="wB97M-V/def2-TZVPD" gap_ev=8.84 e_homo_ev=-12.5 lumo_ev=-3.70 charge=+1 spin_multiplicity=1
N -1.58 2.11 -0.03 0.19
C -1.28 1.54 -1.40 -0.14
C 0.23 1.34 -1.55 -0.29
N 0.45 0.45 -2.67 0.03
H -1.30 1.45 0.70 0.16
H -1.06 2.98 0.12 0.18
H -2.58 2.31 0.09 0.18
H -1.81 0.60 -1.47 0.13
H -1.67 2.23 -2.14 0.14
H 0.69 2.30 -1.77 0.13
H 0.64 1.00 -0.59 0.10
H 1.43 0.42 -2.90 0.09
H 0.19 -0.50 -2.42 0.07
C 0.03 -1.58 0.34 -0.15
N 1.92 -1.63 2.42 0.03
C 0.63 -2.27 2.50 -0.27
N -0.25 -2.25 1.60 -0.01
H -0.74 -0.81 0.20 0.04
H -0.09 -2.29 -0.47 0.08
H 1.02 -1.13 0.30 0.06
H 2.07 -1.13 3.29 0.07
H 2.64 -2.35 2.43 0.08
H 0.41 -2.80 3.43 0.11



23
Properties=species:S:1:pos:R:3:lowdin_charge:R:1 method="wB97M-V/def2-TZVPD" gap_ev="9.83 / 8.73" e_homo_ev="-19.9 / -19.9" s2=0.754 lumo_ev="-10.07 / -11.19" charge=+2 spin_multiplicity=2
C -1.64 1.06 -0.48 -0.01
C -0.57 0.53 -1.43 -0.42
C -0.40 -1.00 -1.45 -0.03
N -0.78 1.06 -2.77 0.38
H -1.31 0.84 0.54 0.07
H -1.75 2.16 -0.59 0.11
H -2.61 0.59 -0.61 0.10
H 0.35 0.99 -1.06 0.12
H 0.57 -1.25 -1.87 0.09
H -0.49 -1.36 -0.44 0.05
H -1.19 -1.43 -2.06 0.11
H -0.30 1.91 -3.08 0.18
H -1.64 0.89 -3.30 0.18
N -0.03 -1.37 1.99 0.15
C 1.10 -0.51 1.74 -0.13
N 1.77 -0.55 0.16 0.17
N 0.75 0.73 2.28 0.18
H 0.16 -1.99 2.76 0.14
H -0.78 -0.72 2.20 0.10
H 2.77 -0.66 0.37 0.11
H 1.30 -1.45 0.29 0.05
H 0.98 0.66 3.28 0.16
H 1.39 1.40 1.82 0.14



24
Properties=species:S:1:pos:R:3:lowdin_charge:R:1 method="wB97M-V/def2-TZVPD" gap_ev="8.72 / 5.85" e_homo_ev="-14.0 / -15.5" s2=2.008 lumo_ev="-5.30 / -9.62" charge=+2 spin_multiplicity=3
C 4.70 -0.45 -0.35 0.17
C 6.57 -1.68 0.21 0.01
C 6.24 1.92 0.09 -0.04
C -7.93 -1.52 -0.27 -0.01
N 5.94 -0.43 -0.02 -0.21
N -8.12 0.81 0.13 -0.06
N -8.80 1.85 0.36 0.11
N 6.66 0.59 0.25 0.02
N -8.74 -0.43 -0.05 0.05
H 4.10 -1.30 -0.63 0.12
H 4.11 0.37 -0.30 0.07
H 6.22 -2.60 -0.36 0.14
H 7.66 -1.68 -0.15 0.15
H 6.35 -2.04 1.20 0.12
H 7.09 2.74 -0.09 0.16
H 5.60 2.15 -0.72 0.08
H 5.81 2.41 0.94 0.09
H -8.28 -2.07 -1.11 0.12
H -6.95 -1.17 -0.50 0.11
H -7.86 -2.08 0.63 0.12
H -8.34 2.79 0.53 0.19
H -9.78 1.93 -0.09 0.17
H 7.53 0.31 0.48 0.11
H -9.79 -0.44 -0.18 0.20



22
Properties=species:S:1:pos:R:3:lowdin_charge:R:1 method="wB97M-V/def2-TZVPD" gap_ev=8.92 e_homo_ev=-8.4 smiles=CCCNC.O.O lumo_ev=0.52 charge=0 spin_multiplicity=1
C -1.35 -1.34 0.41 -0.11
C -1.29 0.09 1.04 -0.21
C -0.55 1.06 0.06 -0.23
N 0.85 1.40 0.46 -0.16
C 1.45 1.70 1.76 -0.13
H -1.76 -1.38 -0.60 0.07
H -2.15 -1.89 0.95 0.06
H -0.45 -1.83 0.77 0.07
H -0.54 0.06 1.82 0.08
H -2.23 0.50 1.39 0.10
H -1.08 2.00 -0.07 0.10
H -0.50 0.66 -0.96 0.10
H 1.15 2.09 -0.21 0.10
H 2.26 1.01 2.00 0.07
H 0.75 1.61 2.59 0.07
H 1.91 2.70 1.72 0.08
O 1.85 -1.12 -0.97 -0.09
H 1.46 -0.42 -0.40 0.00
H 1.18 -1.38 -1.62 -0.03
O -0.01 -1.68 -3.13 -0.04
H -0.55 -1.31 -3.84 0.05
H -0.39 -2.55 -3.16 0.05



22
Properties=species:S:1:pos:R:3:lowdin_charge:R:1 method="wB97M-V/def2-TZVPD" gap_ev=9.24 e_homo_ev=-8.8 smiles=CC(C)CN.O.O lumo_ev=0.43 charge=0 spin_multiplicity=1
C -1.05 0.56 -0.65 -0.08
C -0.68 0.65 0.83 -0.44
C -0.66 -0.74 1.45 -0.08
C 0.65 1.35 1.07 -0.27
N 0.74 2.70 0.48 -0.01
H -0.27 0.00 -1.16 0.05
H -1.07 1.51 -1.19 0.07
H -2.04 0.11 -0.75 0.08
H -1.45 1.22 1.36 0.13
H -0.50 -0.66 2.53 0.08
H -1.55 -1.31 1.21 0.07
H 0.20 -1.30 1.06 0.07
H 1.48 0.80 0.61 0.09
H 0.89 1.39 2.13 0.11
H -0.17 3.15 0.48 0.06
H 1.09 2.67 -0.46 0.06
O -0.13 -2.68 -1.86 -0.05
H -0.97 -3.03 -1.54 0.06
H -0.37 -2.14 -2.63 0.06
O 2.00 -1.02 -0.87 -0.07
H 2.67 -1.67 -1.09 0.04
H 1.19 -1.55 -1.01 -0.02



22
Properties=species:S:1:pos:R:3:lowdin_charge:R:1 method="wB97M-V/def2-TZVPD" gap_ev=9.24 e_homo_ev=-8.6 smiles=CCCNC.O.O lumo_ev=0.68 charge=0 spin_multiplicity=1
C -0.46 -0.20 -2.63 -0.08
C 0.57 -0.99 -1.66 -0.20
C 0.90 0.09 -0.63 -0.38
N -0.08 -0.02 0.34 -0.15
C 0.54 0.23 1.69 -0.11
H -1.43 -0.66 -2.74 0.05
H -0.40 0.85 -2.25 0.06
H -0.12 -0.07 -3.65 0.05
H 0.22 -1.81 -1.13 0.06
H 1.45 -1.42 -2.10 0.09
H 2.00 -0.07 -0.19 0.14
H 1.02 1.23 -0.90 0.14
H -0.95 0.59 0.14 0.15
H 1.40 -0.43 1.73 0.07
H 1.05 1.17 1.79 0.06
H -0.19 0.12 2.42 0.05
O -1.61 -3.75 -1.89 -0.13
H -0.77 -4.11 -2.25 0.04
H -2.11 -3.34 -2.73 0.11
O 0.29 4.38 4.50 -0.13
H -0.09 4.79 3.66 0.07
H 0.73 3.48 4.32 0.06



22
Properties=species:S:1:pos:R:3:lowdin_charge:R:1 method="wB97M-V/def2-TZVPD" gap_ev="11.42 / 5.91" e_homo_ev="-14.9 / -14.9" s2=0.755 lumo_ev="-3.48 / -8.97" charge=+1 spin_multiplicity=2
C -0.31 1.16 -1.18 -0.17
C -0.67 -0.32 -0.90 -0.35
C 0.48 -1.32 -0.86 -0.06
C -1.43 -0.25 0.45 -0.05
N 0.45 1.54 -2.32 0.31
H -0.07 1.74 -0.26 0.15
H -1.28 1.66 -1.32 0.14
H -1.42 -0.70 -1.59 0.14
H 1.33 -0.98 -0.26 0.09
H 0.90 -1.49 -1.85 0.08
H 0.16 -2.28 -0.47 0.10
H -2.43 0.14 0.26 0.10
H -1.45 -1.23 0.92 0.09
H -0.87 0.36 1.16 0.06
H -0.12 1.61 -3.18 0.17
H 1.22 0.90 -2.55 0.16
H 0.28 -0.86 2.04 -0.02
H 0.23 -1.99 3.02 0.07
O 0.82 -1.30 2.71 -0.04
H 2.02 1.53 1.69 0.06
H 1.06 0.65 2.54 0.02
O 1.11 1.43 1.97 -0.05



23
Properties=species:S:1:pos:R:3:lowdin_charge:R:1 method="wB97M-V/def2-TZVPD" gap_ev=9.51 e_homo_ev=-9.0 smiles=C[C@@H](N)CCS.O.O lumo_ev=0.48 charge=0 spin_multiplicity=1
C -0.89 1.12 -0.95 -0.10
C 0.15 0.63 -0.10 -0.47
N 1.20 1.77 0.19 0.04
C -0.41 -0.02 1.16 -0.24
C 0.63 -0.65 2.09 -0.52
S 1.49 -2.24 1.58 0.68
H -1.09 0.28 -1.64 0.09
H -0.68 1.80 -1.78 0.09
H -1.64 1.65 -0.45 0.08
H 0.85 -0.15 -0.49 0.11
H 0.78 2.61 -0.34 0.10
H 1.28 1.98 1.15 0.02
H -1.00 0.60 1.74 0.08
H -1.17 -0.85 0.73 0.14
H 1.44 0.08 2.33 0.07
H 0.03 -0.87 2.99 0.06
H 0.41 -2.84 1.06 -0.17
O -2.59 -2.36 -1.03 -0.05
H -3.35 -2.09 -0.53 0.03
H -2.21 -1.48 -1.19 0.00
O 2.61 0.19 -2.10 -0.06
H 2.10 0.85 -1.58 0.00
H 2.07 -0.01 -2.83 0.01



23
Properties=species:S:1:pos:R:3:lowdin_charge:R:1 method="wB97M-V/def2-TZVPD" gap_ev=9.14 e_homo_ev=-8.5 smiles=CNCCCS.O.O lumo_ev=0.65 charge=0 spin_multiplicity=1
C -0.43 1.56 -2.23 -0.16
N 0.75 1.66 -1.41 -0.13
C 0.78 0.96 -0.13 -0.25
C 1.44 -0.44 -0.13 -0.32
C 0.49 -1.50 -0.60 -0.58
S 0.41 -2.80 0.62 0.77
H -0.40 2.24 -3.09 0.07
H -1.40 1.99 -1.85 0.09
H -0.60 0.50 -2.59 0.08
H 1.57 1.36 -1.93 0.10
H -0.11 0.90 0.58 0.11
H 1.50 1.59 0.58 0.13
H 1.93 -0.62 0.81 0.08
H 2.33 -0.44 -0.70 0.08
H 0.88 -1.80 -1.66 0.11
H -0.55 -1.11 -0.85 0.10
H -0.89 -3.17 0.83 -0.09
O -0.16 -1.03 2.91 -0.13
H 0.80 -0.98 2.77 0.02
H -0.39 -1.65 2.18 -0.08
O -2.41 0.81 1.57 -0.14
H -2.31 0.65 2.62 0.10
H -3.24 1.33 1.70 0.03



23
Properties=species:S:1:pos:R:3:lowdin_charge:R:1 method="wB97M-V/def2-TZVPD" gap_ev=9.14 e_homo_ev=-8.5 smiles=CNCCCS.O.O lumo_ev=0.60 charge=0 spin_multiplicity=1
C -1.22 -2.38 -1.40 -0.14
N -1.47 -2.30 0.03 -0.11
C -0.75 -1.27 0.73 -0.26
C -1.35 0.15 0.73 -0.27
C -1.13 0.92 -0.56 -0.48
S -0.15 2.51 -0.20 0.68
H -1.99 -3.01 -1.86 0.08
H -0.23 -2.82 -1.49 0.08
H -1.30 -1.48 -2.02 0.06
H -2.44 -2.23 0.29 0.09
H 0.29 -1.12 0.38 0.11
H -0.43 -1.52 1.75 0.11
H -0.94 0.64 1.62 0.08
H -2.42 0.10 0.97 0.11
H -1.98 1.25 -1.14 0.05
H -0.50 0.43 -1.29 0.05
H 0.78 2.22 -1.11 -0.15
O 2.10 0.94 1.54 -0.09
H 1.16 1.17 1.69 -0.02
H 2.55 1.76 1.71 0.02
O 2.91 -1.22 -0.50 -0.05
H 3.62 -0.59 -0.61 0.03
H 2.85 -1.48 -1.42 0.02



Molar mass / u: 121.2 153.3 119.2 119.2 133.2 109.2 109.2 109.2 109.2 141.2 141.2 141.2
Energy / eV: -10890.15684 -21743.63093 -10344.30729 -10330.04370 -11818.83430 -9975.18024 -9976.48508 -9973.80127 -9966.94946 -20810.18826 -20809.45191 -20810.45762
Energy above the lowest of the compared OMol25 structures with the same formula, charge and spin / eV: 4.016 0.000 2.474 3.805 0.000 1.906 0.601 3.285 0.889 1.686 2.423 1.417